(1)
{"formula": "C8H4CdNO5S", "method": "ωB97M-V/def2-TZVPD", "symbols": ["C", "H", "O", "C", "O", "C", "N", "C", "C", "C", "C", "Cd", "C", "O", "H", "O", "S", "O", "H", "H"], "xyz": [[0.79, -0.41, 1.85], [3.74, 0.30, 0.43], [-0.26, 3.17, 0.26], [-0.06, -1.91, -0.64], [2.69, 0.43, -1.61], [1.71, 2.36, 2.04], [2.02, 1.46, 1.10], [1.72, 0.25, -1.03], [2.84, 2.91, 2.57], [-0.20, 2.01, 0.20], [-4.17, 0.31, -2.20], [-0.34, -0.05, 0.07], [3.26, 1.10, 0.96], [-0.09, -3.00, -1.10], [-0.70, 0.34, -1.60], [1.27, -0.60, 2.86], [4.30, 2.10, 1.91], [-4.80, 0.49, -3.07], [0.73, 2.67, 2.36], [2.88, 3.65, 3.34]], "lumo_ev": -4.8, "multiplicity": 1, "homo_lumo_gap_ev": 7.307, "charge": 1}

***

(2)
{"formula": "C8H5AsF6NO10S3V", "method": "ωB97M-V/def2-TZVPD", "symbols": ["F", "H", "H", "F", "O", "C", "C", "N", "O", "C", "C", "C", "As", "O", "V", "H", "F", "S", "O", "O", "O", "O", "O", "C", "O", "H", "F", "F", "S", "F", "C", "S", "O", "C", "H"], "xyz": [[-3.99, -4.19, -1.26], [4.11, 2.36, 0.79], [0.91, 3.92, -1.61], [-2.40, -4.84, -2.59], [-1.54, -3.55, 0.29], [0.78, 2.02, 1.23], [2.62, 3.20, -0.49], [-0.54, -2.59, -1.88], [-2.01, 2.82, 1.07], [3.05, 2.47, 0.59], [2.13, 1.86, 1.46], [0.36, 2.77, 0.11], [-0.28, 1.10, 2.55], [-2.52, -1.49, -0.76], [-1.55, -0.20, -0.01], [3.35, 3.66, -1.15], [1.65, -2.82, 0.95], [-1.34, 2.91, -0.18], [-1.01, 2.22, 3.59], [0.04, -0.93, -0.04], [1.34, -0.94, -2.20], [-1.83, 0.21, 1.52], [-1.51, 1.24, -0.84], [1.89, -2.94, -0.33], [-1.74, 3.74, -1.23], [2.49, 1.27, 2.30], [3.07, -2.52, -0.66], [-3.47, -3.00, -2.99], [-1.78, -2.91, -0.96], [1.64, -4.15, -0.76], [1.26, 3.35, -0.76], [0.66, -1.78, -1.29], [0.38, -0.22, 3.18], [-3.06, -3.84, -2.09], [-1.18, 1.81, 4.45]], "lumo_ev": -9.9, "multiplicity": 1, "homo_lumo_gap_ev": 7.493, "charge": 2}

***

(3)
{"formula": "C8H5BrClF3", "method": "ωB97M-V/def2-TZVPD", "symbols": ["C", "C", "Cl", "C", "Br", "H", "F", "H", "F", "C", "F", "H", "C", "C", "C", "H", "H", "C"], "xyz": [[-0.66, 0.15, -1.32], [-3.89, 0.07, 0.20], [-3.28, 2.77, 0.38], [1.10, -0.47, 0.15], [-3.66, -1.73, -0.30], [0.64, -0.24, 2.15], [-3.11, 1.39, -1.74], [-1.53, 1.20, 1.79], [-3.72, 0.16, 1.56], [-0.84, 0.72, 1.05], [-5.05, 0.60, -0.10], [2.10, -0.90, 0.41], [-2.81, 1.29, -0.43], [0.29, 0.05, 1.26], [-1.39, 0.76, -0.24], [1.07, -0.82, -1.90], [-1.01, 0.28, -2.33], [0.54, -0.43, -1.12]], "lumo_ev": 0.5, "multiplicity": 1, "homo_lumo_gap_ev": 9.829, "smiles": "FC(F)(Br)[C@@](F)(Cl)c1ccccc1"}

***

(4)
{"formula": "C8H5ClN2", "method": "ωB97M-V/def2-TZVPD", "symbols": ["C", "H", "C", "C", "C", "H", "N", "C", "N", "H", "H", "Cl", "H", "C", "C", "C"], "xyz": [[-1.06, -1.04, -2.02], [-1.42, 2.30, -0.05], [0.02, 1.87, 1.42], [-0.53, 0.36, -0.36], [-0.07, -1.93, -1.55], [1.57, 1.18, 2.78], [-1.31, 0.11, -1.45], [0.41, -0.55, 0.11], [0.67, -1.74, -0.51], [-1.64, -1.32, -2.89], [1.91, -0.93, 1.59], [0.14, -3.43, -2.43], [-0.13, 2.83, 1.89], [-0.70, 1.58, 0.32], [0.98, 0.94, 1.90], [1.16, -0.22, 1.25]], "lumo_ev": -0.4, "multiplicity": 1, "homo_lumo_gap_ev": 9.094, "smiles": "Clc1cnc2ccccc2n1"}

***

Q: Number 4 is which compound?
A: C8H5ClN2